[1]
{
  "formula": "C18H31AlBCl6F4KO13P3S3V",
  "method": "ωB97M-V with the def2-TZVPD basis set",
  "energy_ha": -8872.2230,
  "total_charge": 2,
  "symbols": ["V", "K", "Cl", "Cl", "Cl", "Cl", "Cl", "Cl", "S", "S", "S", "P", "P", "P", "Al", "F", "F", "F", "F", "O", "O", "O", "O", "O", "O", "O", "O", "O", "O", "O", "O", "O", "C", "C", "C", "C", "C", "C", "C", "C", "C", "C", "C", "C", "C", "C", "C", "C", "C", "C", "B", "H", "H", "H", "H", "H", "H", "H", "H", "H", "H", "H", "H", "H", "H", "H", "H", "H", "H", "H", "H", "H", "H", "H", "H", "H", "H", "H", "H", "H", "H", "H"],
  "xyz": [[-0.064179, -5.951893, -5.941057], [-6.376066, 1.711772, -1.699323], [-1.544863, -2.555603, -1.091370], [-2.936550, -3.387025, -3.471201], [-0.930126, -5.079827, -2.263568], [6.995944, -6.688636, -1.242555], [-3.483023, -4.692939, -0.970409], [8.483998, -8.626206, -0.895492], [-7.712009, 7.719147, 3.893626], [2.284439, 0.294806, -1.401776], [3.307161, -3.076131, -1.782295], [0.891966, 0.729447, 0.129399], [4.314456, 0.022560, -0.617542], [1.849364, -1.808811, -2.150135], [3.145539, -10.219265, 1.473626], [-2.284564, 5.048773, 1.412085], [1.587386, 4.460733, -0.656433], [-1.474499, 5.769018, -0.454742], [-2.393306, 7.155961, 0.916430], [3.803438, -9.612696, -0.712427], [4.388862, -11.797644, -0.868528], [-0.762601, -7.383985, -5.957739], [-8.025015, 6.654127, 2.895454], [7.084656, -10.716817, -0.261843], [3.762682, -5.307574, -1.783272], [5.956813, -8.764730, -0.168216], [4.535350, -7.391196, -1.576688], [-4.770322, 5.581804, 0.650475], [-3.986322, 5.682140, -1.451711], [0.301849, -4.587145, -5.133760], [4.017942, -7.700983, 0.744111], [3.134365, -5.647418, 1.079687], [6.088747, -10.087190, -0.339900], [-6.357866, 4.021129, -0.319009], [-6.011345, 8.215896, 3.616865], [1.867212, -1.283036, 1.723442], [-3.821172, 5.706923, -0.268797], [-2.239099, -3.942978, -1.953120], [-0.561779, 1.481834, -0.657656], [3.644855, -6.456580, 0.381610], [-7.424339, 6.900162, 5.460347], [-0.044429, 2.844114, -1.115791], [3.982356, -6.293167, -1.126040], [4.650269, 1.189503, 0.753835], [0.554534, -0.727353, 1.175964], [4.692489, -10.671266, -0.676598], [-2.452249, 5.925532, 0.411548], [5.309085, 0.678893, -1.995832], [-6.104551, 5.437175, 0.147178], [3.781125, 2.451101, 0.920284], [4.593533, -8.379457, -0.418508], [-7.400890, 3.897839, -0.631780], [0.671376, -2.206131, -1.505484], [-5.703298, 8.903573, 4.403352], [-0.830032, 3.474538, -1.511057], [-5.703313, 3.772338, -1.160708], [2.501961, -1.702771, 0.953734], [-0.923486, 0.964536, -1.545505], [5.111530, 0.077672, -2.872497], [2.995842, 2.226702, 1.630283], [-0.004996, -0.323605, 2.014784], [-6.141203, 3.306286, 0.486295], [-5.368591, 7.334938, 3.607900], [1.656054, -1.998960, 2.505408], [-8.368214, 6.477169, 5.795498], [5.660450, 1.532134, 0.546889], [4.339030, 3.268025, 1.351605], [-7.072148, 7.629775, 6.188517], [-5.961000, 8.719508, 2.654022], [0.698354, 2.749494, -1.891933], [4.699480, 0.628338, 1.677170], [6.348563, 0.666761, -1.702938], [5.006046, 1.702092, -2.192714], [-0.069819, -1.487793, 0.723174], [0.458532, 3.416909, -0.279187], [2.399452, -0.463841, 2.196021], [-6.689047, 6.106436, 5.329166], [-1.364687, 1.655483, 0.047364], [-6.769780, 5.688810, 0.973766], [3.257501, 2.757665, 0.025493], [1.606471, -1.772065, -3.528771], [-6.290280, 6.153149, -0.650500]],
  "forces_ev_per_a": [[1.8682, 1.0029, -3.1718], [-0.2009, -0.8497, -0.3897], [-0.6200, 0.0801, 0.1644], [-0.0324, 0.0462, -0.1830], [-0.0220, -0.1166, 0.0655], [4.0413, -1.6822, 0.0909], [-0.0152, -0.0160, 0.0478], [-1.0398, 3.9226, -0.9488], [-0.1257, 0.1713, 0.0227], [-1.1779, 0.3559, -0.8711], [-1.4210, 2.2129, -0.2052], [0.5138, 1.2610, 1.9560], [1.0690, -1.6882, 0.8025], [2.4835, -1.8110, 0.4732], [-0.3117, 0.2861, 0.0112], [-0.0571, -0.0801, 0.0248], [0.6648, 0.4667, 0.2805], [0.0524, -0.0329, -0.1644], [-0.0981, 0.1039, 0.0808], [0.3943, -0.4881, 0.8428], [-0.2037, -0.1742, 0.3270], [-0.6340, 0.2983, 1.9532], [0.2062, -0.1949, -0.1642], [-0.2400, -1.0676, 0.3080], [0.4874, -1.8331, 0.2500], [-1.2535, -1.9561, 0.5051], [-1.4095, -1.1590, 1.1935], [-0.0550, -0.0503, 0.1246], [0.0872, -0.1790, -0.1885], [-1.1109, -1.2072, 1.1234], [-0.3316, -0.1032, -0.2098], [-0.0952, 0.0353, 0.1078], [-0.1029, 0.3032, 0.0051], [0.2410, -0.1903, 0.0389], [0.1298, -0.0443, -0.0283], [-0.3063, 0.4767, 0.1093], [-0.0438, 0.1420, 0.0794], [0.1008, -0.1250, 0.0805], [0.2700, 0.1388, -1.4232], [-0.0353, 0.1988, -0.1399], [0.0572, -0.1049, 0.0849], [-0.3428, -0.2081, 0.3067], [-0.1230, 0.2118, -0.3673], [-0.5598, 1.0859, -0.3082], [0.1218, -0.4748, -0.5771], [0.3908, 0.3852, -0.9972], [0.1703, 0.0180, 0.0195], [-1.3232, 0.7436, 0.0063], [-0.5983, 0.2108, 0.1954], [-0.3565, -0.5958, 0.4672], [0.3250, 1.2550, -0.9863], [0.0097, 0.2064, 0.1220], [0.0801, 0.7146, -0.2082], [-0.0165, 0.0256, -0.0007], [-0.2831, 0.1269, -0.0117], [0.1341, 0.7275, 0.1213], [0.1160, -0.3438, -0.1082], [-0.3875, -0.4585, 0.1023], [0.2619, -0.2035, -0.2257], [-0.2440, 0.0230, 0.1505], [-0.2513, 0.3060, 0.0406], [-0.1103, 0.1702, 0.0767], [-0.0287, -0.0266, 0.0070], [0.0872, -0.4073, -0.0001], [-0.0403, 0.0243, -0.0288], [0.3377, -0.2413, -0.2390], [0.2776, 0.2643, -0.1427], [-0.0219, 0.0263, -0.0002], [-0.0503, 0.0242, -0.0063], [0.2481, -0.0448, -0.1667], [-0.0834, -0.2793, 0.1264], [0.2730, -0.2415, 0.0826], [0.1901, 0.2994, -0.2158], [-0.0495, -0.2906, -0.0587], [-0.0748, -0.0660, -0.5182], [0.2672, 0.1415, 0.0849], [0.0070, 0.0041, -0.0411], [-0.0541, -0.4652, 0.4902], [0.1329, -0.0034, 0.1243], [0.1649, 0.3923, -0.3075], [-0.4866, 0.6351, 0.0268], [0.1669, -0.0205, -0.1010]],
  "mulliken_charge": [1.83, 1.02, -0.13, -0.12, -0.06, -0.04, -0.07, -0.03, 0.45, -0.10, -0.10, 0.04, 0.13, 0.51, 0.72, -0.26, -0.63, -0.22, -0.26, -0.59, -0.47, -0.64, -0.61, -0.54, -0.68, -0.58, -0.49, -0.28, -0.54, -0.66, -0.66, -0.56, 0.78, -1.41, -0.84, -1.05, 0.25, 0.26, -0.26, 0.56, -0.92, -1.44, 0.54, -0.49, -0.02, 0.47, 1.02, -1.15, -0.22, -1.09, 1.52, 0.52, -0.16, 0.41, 0.40, 0.33, 0.19, 0.29, 0.33, 0.27, 0.52, 0.48, 0.21, 0.42, 0.32, 0.50, 0.40, 0.37, 0.30, 0.28, 0.44, 0.42, 0.41, -0.06, 0.51, 0.25, 0.29, 0.46, 0.24, 0.26, 0.14, 0.36]
}

[2]
{
  "formula": "C18H31As2MgN2OS2",
  "method": "ωB97M-V with the def2-TZVPD basis set",
  "de_lowest_kj_mol": 0.0,
  "energy_ha": -6357.1089,
  "total_charge": 1,
  "symbols": ["As", "As", "S", "S", "Mg", "O", "N", "N", "C", "C", "C", "C", "C", "C", "C", "C", "C", "C", "C", "C", "C", "C", "C", "C", "C", "C", "H", "H", "H", "H", "H", "H", "H", "H", "H", "H", "H", "H", "H", "H", "H", "H", "H", "H", "H", "H", "H", "H", "H", "H", "H", "H", "H", "H", "H", "H", "H"],
  "xyz": [[1.762141, -1.303030, -0.708227], [-0.384626, -1.281261, 1.864315], [-3.487458, -0.668305, -0.168590], [-2.065997, -2.232068, -2.285432], [-0.992697, -0.731590, -0.648454], [-4.674725, -2.134800, -1.895785], [-0.674762, 3.976095, -1.192521], [-0.720273, 1.421439, -0.926466], [0.677177, 3.443236, -1.318623], [-4.802034, -3.011978, -3.034892], [2.313604, -3.172444, -0.619475], [1.436703, -0.658419, 2.130144], [-0.268113, -3.125547, 2.472273], [-3.496193, -1.741265, -1.485516], [-1.522177, 3.388596, -2.228385], [1.858648, -0.199728, 3.374741], [3.631445, -0.201022, 1.246750], [-1.209921, 3.626804, 0.120138], [4.041213, 0.258952, 2.490083], [2.331587, -0.662123, 1.050720], [-1.361616, -0.504021, 3.345898], [0.654846, 1.892948, -1.244730], [-1.143532, 2.093490, 0.337177], [3.190534, -0.658725, -1.858395], [-1.625110, 1.854675, -2.034415], [3.154391, 0.259220, 3.556755], [-0.407748, 1.833925, 1.101748], [0.949459, 1.440363, -2.192339], [3.297913, 0.420741, -1.788439], [-0.638293, 4.151347, 0.885648], [2.935206, -0.924334, -2.882140], [-1.048930, -0.958851, 4.282293], [-1.329743, 1.313471, -2.933623], [0.314432, -3.722185, 1.775990], [-2.507965, 3.849254, -2.175961], [1.287713, 3.859631, -0.516647], [-2.636011, 1.545505, -1.774270], [-1.208715, 0.572035, 3.384433], [5.054030, 0.616755, 2.623599], [1.102028, 3.779579, -2.264422], [1.329052, 1.531895, -0.466962], [-2.418427, -0.705711, 3.181777], [1.172561, -0.196172, 4.212274], [2.412203, -3.548138, -1.636431], [4.126052, -1.144160, -1.590860], [0.201663, -3.148515, 3.452663], [3.470516, 0.616226, 4.528314], [-5.839577, -2.939024, -3.340827], [1.577583, -3.778580, -0.097922], [3.271806, -3.238369, -0.109556], [-2.109546, 1.689056, 0.637392], [-1.274028, -3.536151, 2.534445], [4.338117, -0.193818, 0.427256], [-4.567126, -4.029758, -2.731318], [-4.142635, -2.701803, -3.840185], [-1.095778, 3.634740, -3.200708], [-2.238895, 3.981892, 0.175671]],
  "forces_ev_per_a": [[0.0603, -0.1040, 0.0665], [0.1973, -0.1243, 0.2278], [-0.0003, -0.1190, 0.0161], [0.2362, -0.0283, 0.0618], [-0.3543, 0.2203, -0.2596], [0.0039, -0.0367, -0.0457], [-0.0085, -0.0604, 0.0029], [0.0311, 0.0140, 0.0440], [-0.0538, -0.0327, 0.0034], [-0.0278, -0.0643, 0.0684], [-0.0548, 0.0196, -0.0107], [-0.0033, -0.0129, -0.0052], [-0.0526, 0.0220, -0.0285], [-0.0192, 0.2168, -0.1379], [0.0398, -0.0212, 0.0472], [0.0116, -0.0006, -0.0231], [-0.0280, -0.0015, 0.0166], [0.0077, -0.0211, -0.0486], [-0.0069, 0.0026, 0.0107], [0.0346, 0.0068, -0.0064], [-0.0404, 0.0302, -0.0791], [-0.1047, 0.0635, 0.0000], [0.0249, 0.0576, -0.1224], [-0.0643, 0.0029, -0.0155], [0.0602, 0.0605, 0.0761], [0.0269, 0.0081, -0.0120], [0.0286, -0.0281, 0.0261], [0.0014, -0.0260, -0.0293], [-0.0014, 0.0264, 0.0155], [0.0126, 0.0036, 0.0099], [0.0118, -0.0038, -0.0359], [0.0059, 0.0060, 0.0549], [0.0042, -0.0349, -0.0333], [0.0187, -0.0028, -0.0144], [-0.0119, 0.0087, 0.0024], [-0.0011, 0.0042, 0.0059], [-0.0260, -0.0272, 0.0258], [0.0134, 0.0265, -0.0065], [-0.0179, -0.0075, 0.0024], [-0.0038, 0.0001, -0.0077], [0.0144, -0.0413, 0.0421], [-0.0282, -0.0085, 0.0233], [0.0104, 0.0075, 0.0177], [-0.0090, -0.0109, -0.0205], [0.0509, 0.0086, -0.0145], [0.0149, -0.0084, 0.0388], [-0.0051, -0.0067, -0.0143], [-0.0287, 0.0140, 0.0566], [-0.0174, 0.0114, 0.0147], [0.0367, -0.0193, 0.0044], [-0.0351, -0.0348, -0.0061], [-0.0215, -0.0125, -0.0009], [0.0108, 0.0029, 0.0108], [0.0360, -0.0108, 0.0000], [0.0142, 0.0645, 0.0002], [0.0124, -0.0013, -0.0109], [-0.0058, 0.0024, -0.0041]],
  "mulliken_charge": [0.70, 0.43, -0.44, -0.46, 1.13, -0.26, -0.15, 0.33, -1.09, -0.71, -1.13, 0.17, -0.95, 0.66, -0.88, -0.64, -0.46, -0.96, -0.78, 0.13, -1.40, -0.28, -0.28, -1.54, -0.48, -0.74, 0.26, 0.42, 0.43, 0.39, 0.42, 0.48, 0.46, 0.21, 0.35, 0.38, 0.38, 0.41, 0.42, 0.32, -0.05, 0.40, 0.40, 0.47, 0.50, 0.41, 0.42, 0.25, 0.23, 0.41, 0.34, 0.42, 0.34, 0.32, 0.37, 0.28, 0.27]
}

[3]
{
  "formula": "C18H31Cl2N4NiO3S",
  "method": "ωB97M-V with the def2-TZVPD basis set",
  "de_lowest_kj_mol": 24.5,
  "energy_ha": -3976.1157,
  "total_charge": -1,
  "spin_multiplicity": 3,
  "symbols": ["Ni", "Cl", "Cl", "S", "O", "O", "O", "N", "N", "N", "N", "C", "C", "C", "C", "C", "C", "C", "C", "C", "C", "C", "C", "C", "C", "C", "C", "C", "C", "H", "H", "H", "H", "H", "H", "H", "H", "H", "H", "H", "H", "H", "H", "H", "H", "H", "H", "H", "H", "H", "H", "H", "H", "H", "H", "H", "H", "H", "H", "H"],
  "xyz": [[0.553492, -0.971764, 0.836539], [2.574201, -1.425842, 1.752002], [-1.036690, 0.108115, -0.436067], [-0.591097, -0.538778, 2.638428], [1.425448, -1.067012, -0.788942], [-2.361569, 2.752298, 2.690404], [-3.550896, -2.120945, 0.524264], [-3.632045, 2.458489, 0.812734], [-1.486021, -3.072505, 0.826391], [-0.423014, 1.499307, 4.340703], [1.568496, 0.421360, 3.887139], [2.090902, -1.143058, -5.387374], [-2.668878, -2.535825, 1.256731], [-1.341256, -3.375824, -0.583349], [1.939194, -0.408724, -4.216723], [1.868061, 3.382231, 0.912773], [2.414920, -2.504361, -5.342817], [0.263013, 0.558396, 3.673807], [1.392477, 2.433780, -0.141655], [2.494403, -2.392257, -2.916338], [1.775009, -0.345597, -1.734016], [3.607150, 1.431938, -0.781487], [2.158248, 1.679291, -0.939417], [2.126330, -1.022321, -2.963169], [-4.199389, 1.558760, -0.183087], [2.609762, -3.123106, -4.096770], [-0.573805, -3.737476, 1.748924], [-4.297206, 3.743343, 0.976763], [-2.708303, 2.072235, 1.709873], [-4.233177, 2.066645, -1.154517], [4.124464, 2.356902, -0.490504], [0.114213, 2.149775, 4.907969], [-5.314856, 3.610032, 1.379760], [1.052657, 4.057180, 1.204593], [4.039456, 1.042681, -1.712361], [-3.581653, 0.662248, -0.263475], [-0.283424, -3.533618, -0.821226], [1.671643, 0.644799, -4.232665], [1.505512, 0.934950, -1.720897], [-0.540508, -4.818939, 1.548741], [-0.900704, -3.550579, 2.778778], [2.212656, 2.865854, 1.823423], [-1.900436, -4.284798, -0.845465], [3.812113, 0.688859, 0.013952], [-3.716305, 4.374270, 1.656928], [2.505865, -3.087832, -6.265399], [2.105953, -0.222936, 3.260441], [2.852693, -4.189126, -4.048346], [-2.252028, 1.090279, 1.497416], [1.949001, -0.669256, -6.358033], [-5.228143, 1.281673, 0.088081], [2.695829, 3.996946, 0.533735], [-1.718949, -2.533520, -1.167550], [-2.758388, -2.524819, 2.359675], [2.034400, 1.005630, 4.558374], [0.309074, 2.335432, -0.217642], [-4.393904, 4.230756, -0.003144], [-1.275430, 1.887977, 3.904794], [0.448098, -3.324583, 1.649315], [2.673338, -2.857033, -1.941018]],
  "forces_ev_per_a": [[-0.2353, 0.7708, 0.5977], [1.2531, -0.5768, 0.4156], [-0.9169, 0.3271, -0.7931], [-0.3514, 1.0246, 1.7877], [2.3019, 1.3854, -3.2373], [-0.3112, -0.1117, -0.4860], [0.0731, -0.1886, 0.2049], [-0.3987, 0.5904, 0.1610], [-0.5802, -0.3206, 0.3491], [-0.0015, 0.6411, 0.4476], [0.1833, -0.0963, -0.1175], [0.1013, -0.3797, -0.2824], [0.4058, -0.2954, -0.3070], [0.0431, 0.2015, -0.1797], [0.2664, -0.2167, 0.7544], [0.2420, 0.2482, 0.3510], [-0.0998, 0.1732, 0.4512], [-0.5190, -1.1297, -0.6491], [-0.1723, -0.5517, -0.5317], [-0.0623, 0.3954, -0.2348], [-2.8702, -4.2177, 1.4138], [0.5973, -0.1925, -0.0321], [-0.7739, 2.6594, 1.3940], [0.8039, -1.1668, -1.8255], [0.1425, 0.0148, 0.0895], [0.0932, 0.1082, -0.0673], [0.1461, 0.1846, -0.0100], [-0.0528, -0.1055, -0.0775], [0.2420, -0.3011, 0.2863], [0.0923, -0.1006, 0.1070], [-0.0229, -0.1515, -0.1901], [-0.1961, -0.1669, -0.2750], [0.2350, 0.0352, -0.0175], [0.2141, -0.1553, -0.0276], [0.1619, 0.1394, 0.1378], [-0.0525, 0.0812, 0.0034], [-0.1596, 0.1346, 0.1106], [-0.0378, -0.1336, -0.1175], [0.8633, 0.4537, 0.6194], [-0.1055, 0.1160, 0.0914], [0.0840, -0.0954, -0.2351], [-0.0648, 0.0524, -0.2293], [0.0200, 0.0423, 0.0079], [-0.2195, 0.1976, -0.2838], [-0.1489, -0.2068, -0.1728], [-0.0316, 0.2782, 0.3595], [-0.3163, 0.2082, 0.4184], [-0.0420, 0.3880, -0.0333], [-0.2295, 0.2671, 0.0476], [-0.0131, -0.0256, 0.2412], [0.1669, 0.0263, 0.0341], [-0.0496, -0.0902, 0.1858], [0.0937, -0.1327, 0.0762], [0.1154, 0.1131, -0.1650], [0.1085, 0.1440, -0.1049], [0.2013, 0.0472, -0.2678], [0.0844, -0.0715, 0.1878], [0.3273, -0.2853, -0.0297], [-0.4352, -0.1853, 0.0285], [-0.1925, 0.2021, -0.3801]],
  "mulliken_charge": [0.59, -0.78, -0.80, -0.59, -0.24, -0.86, -0.63, 0.19, 0.35, -0.41, -0.17, -0.59, 0.03, -1.14, -0.43, -1.37, -0.36, 0.61, -0.03, -0.28, 0.13, -1.28, 0.38, 0.69, -0.66, -0.55, -0.86, -0.99, 1.06, 0.27, 0.42, 0.19, 0.31, 0.33, 0.35, 0.10, 0.36, 0.43, -0.03, 0.35, 0.29, 0.17, 0.36, 0.15, 0.28, 0.35, -0.01, 0.35, -0.49, 0.35, 0.28, 0.45, 0.25, 0.34, 0.23, 0.30, 0.30, 0.27, 0.24, 0.41]
}